[1]
This record from the OMol25 dataset describes 2 unconnected molecules or ions with the total composition C6H15NS in a non-equilibrium geometry. The level of theory is ωB97M-V with the def2-TZVPD basis set.

- Spin multiplicity: 1
- ΔE to the lowest compared entry with this formula, charge and spin: 80.4 kcal per mole
- Total energy: -690.41325 Eh
- Total charge: 0

Element x y z (Å)
C 1.254 0.429 0.673
N 0.152 -0.273 -0.047
C -1.315 0.129 0.247
C -2.247 -1.004 -0.107
S -3.970 -0.273 0.041
C -1.609 1.468 -0.525
C 2.588 -0.331 0.433
C 2.876 -0.546 -1.047
H 1.012 0.599 1.727
H 1.324 1.392 0.136
H 0.183 -1.253 0.204
H -1.574 0.187 1.319
H -2.338 -1.790 0.604
H -2.218 -1.393 -1.111
H -3.418 0.166 1.989
H -1.838 1.283 -1.585
H -0.878 2.269 -0.448
H -2.562 1.794 -0.078
H 3.437 0.262 0.824
H 2.483 -1.254 1.046
H 1.908 -0.702 -1.499
H 3.392 -1.467 -1.276
H 3.358 0.308 -1.519

[2]
This record from the OMol25 dataset describes 2 unconnected molecules or ions with the total composition C6H15NS in a non-equilibrium geometry. The level of theory is ωB97M-V with the def2-TZVPD basis set.

- Spin multiplicity: 1
- ΔE to the lowest compared entry with this formula, charge and spin: 181.0 kcal per mole
- Total energy: -690.25303 Eh
- Total charge: 0

Element x y z (Å)
C -0.842 1.328 2.275
N 0.042 0.400 1.510
C 0.107 0.760 -0.098
C 0.470 2.132 -0.164
C 1.311 -2.193 -1.193
S 0.117 -2.338 -2.511
C -1.186 0.396 -0.737
C -0.102 1.855 3.484
H -1.763 0.833 2.631
H -1.233 2.140 1.613
H 0.893 0.966 1.602
H 0.910 -0.032 -0.339
H -0.102 2.854 -0.756
H 1.482 2.531 -0.125
H 1.969 -1.354 -1.418
H 0.683 -2.020 -0.319
H 0.785 -3.326 -3.156
H -1.194 0.564 -1.806
H -1.829 1.160 -0.276
H -1.520 -0.626 -0.530
H 0.992 2.097 3.341
H -0.617 2.743 3.888
H -0.073 1.084 4.259

[3]
This record from the OMol25 dataset describes a molecular structure, C6H15O2 in a non-equilibrium geometry. The level of theory is ωB97M-V with the def2-TZVPD basis set.

- Spin multiplicity: 1
- ΔE to the lowest compared entry with this formula, charge and spin: 72.5 kcal per mole
- Total energy: -387.98098 Eh
- Total charge: -1

Element x y z (Å)
C 0.155 1.155 1.842
O -0.328 2.276 2.272
C -0.106 0.683 0.341
C -0.822 -0.580 0.305
C 0.051 -1.832 0.058
C 1.195 -1.696 -1.112
C 0.802 -1.065 -2.412
H -0.134 0.265 2.412
H 1.466 1.351 2.085
H 0.661 0.554 -0.327
H -0.652 1.668 -0.132
H -1.574 -0.810 1.181
H -1.381 -0.252 -0.478
H 0.427 -2.037 1.006
H -0.519 -2.740 -0.246
H 1.346 -2.844 -1.350
H 2.122 -1.321 -0.731
H 0.937 -1.773 -3.253
H -0.262 -0.823 -2.488
H 1.286 -0.052 -2.662
H -1.205 3.824 0.871
H -1.494 2.721 1.745
O -1.972 3.329 1.074

[4]
This record from the OMol25 dataset describes 2 unconnected molecules or ions with the total composition C6H15O3P in a non-equilibrium geometry. The level of theory is ωB97M-V with the def2-TZVPD basis set.

- Spin multiplicity: 1
- ΔE to the lowest compared entry with this formula, charge and spin: 44.9 kcal per mole
- Total energy: -804.61031 Eh
- SMILES: CCP(O)CO.CCC=O
- Total charge: 0

Element x y z (Å)
C 3.967 1.083 1.047
C 3.191 0.367 -0.064
P 1.334 0.575 -0.054
O 1.297 1.098 -1.644
C 0.623 -1.180 -0.259
O -0.647 -1.169 -0.867
H 3.673 0.858 2.041
H 4.943 0.725 1.029
H 4.045 2.114 0.813
H 3.381 -0.665 0.099
H 3.513 0.658 -1.062
H 0.484 1.248 -1.960
H 1.324 -1.734 -0.973
H 0.567 -1.683 0.610
H -0.552 -0.803 -1.686
C -3.602 -1.203 0.589
C -3.521 0.244 0.133
C -2.093 0.775 0.004
O -1.415 1.182 -0.922
H -3.159 -1.196 1.531
H -4.645 -1.465 0.754
H -3.156 -1.938 -0.252
H -4.054 0.463 -0.850
H -3.891 0.948 0.906
H -1.608 0.697 1.038

[5]
This record from the OMol25 dataset describes 2 unconnected molecules or ions with the total composition C6H15O3P in a non-equilibrium geometry. The level of theory is ωB97M-V with the def2-TZVPD basis set.

- Spin multiplicity: 3
- ΔE to the lowest compared entry with this formula, charge and spin: 32.8 kcal per mole
- Total energy: -804.49666 Eh
- ⟨S²⟩: 2.01
- Total charge: 0

Element x y z (Å)
C 1.292 2.153 0.043
C 1.854 0.154 1.445
C 1.908 0.038 -0.977
C -0.842 -2.233 -0.872
C -3.836 0.239 -0.491
C 1.190 0.655 0.151
O -1.301 0.535 1.481
O -4.223 -0.735 -0.984
O -0.522 -1.449 0.218
P -0.653 0.209 -0.031
H 0.370 2.594 0.453
H 2.115 2.432 0.656
H 1.617 2.447 -0.970
H 2.864 0.593 1.537
H 2.027 -0.946 1.479
H 1.260 0.206 2.409
H 2.092 -1.085 -0.828
H 1.357 0.162 -1.864
H 3.053 0.365 -1.015
H -0.756 -3.331 -0.470
H -0.057 -2.106 -1.705
H -1.893 -2.142 -1.268
H -3.854 0.357 0.664
H -3.557 1.162 -1.002
H -1.503 -0.273 1.943

[6]
This record from the OMol25 dataset describes a molecular structure, C6H15O3Yb in a non-equilibrium geometry. The level of theory is ωB97M-V with the def2-TZVPD basis set.

- Spin multiplicity: 1
- ΔE to the lowest compared entry with this formula, charge and spin: 23.7 kcal per mole
- Total energy: -1621.68033 Eh
- Total charge: +1

Element x y z (Å)
H -0.581 -0.347 -1.836
C 3.133 -0.624 -1.317
O 2.059 -0.012 -0.609
C 1.898 1.377 -0.884
C 0.828 1.891 0.045
O -0.275 0.986 -0.033
C -1.271 1.032 1.135
C -2.294 -0.061 0.974
O -1.577 -1.290 0.849
C -2.392 -2.452 0.783
Yb 0.289 -1.159 -0.199
H 3.086 -1.701 -1.128
H 3.036 -0.435 -2.396
H 4.088 -0.224 -0.952
H 1.597 1.500 -1.936
H 2.843 1.911 -0.711
H 0.503 2.899 -0.242
H 1.212 1.926 1.076
H -1.762 2.009 1.039
H -0.796 1.038 2.127
H -2.900 0.088 0.068
H -2.947 -0.114 1.857
H -1.721 -3.312 0.688
H -3.004 -2.522 1.692
H -3.053 -2.405 -0.094

[7]
This record from the OMol25 dataset describes C6H15O4PS in the gas phase in a non-equilibrium geometry. The level of theory is ωB97M-V with the def2-TZVPD basis set.

- Spin multiplicity: 1
- ΔE to the lowest compared entry with this formula, charge and spin: 33.2 kcal per mole
- Total energy: -1278.12187 Eh
- Total charge: 0

Element x y z (Å)
C -2.038 -1.162 0.627
C -0.872 0.632 1.923
C -1.910 1.092 -0.405
C 0.773 -1.298 -2.742
C 3.532 1.915 -1.124
C -1.217 0.107 0.525
O 1.201 -1.291 0.369
O 2.318 2.965 0.843
O -0.006 -0.645 -1.800
O 1.038 1.197 -0.196
P 0.327 -0.332 -0.296
S 2.496 1.579 0.463
H -1.820 -1.673 -0.372
H -1.890 -1.810 1.542
H -3.073 -0.930 0.696
H 0.156 0.288 2.118
H -1.626 0.277 2.695
H -0.903 1.646 1.937
H -1.295 1.963 -0.412
H -2.014 0.771 -1.387
H -2.809 1.338 0.141
H 1.255 -0.564 -3.338
H 0.161 -1.759 -3.488
H 1.431 -2.072 -2.126
H 3.523 2.971 -1.169
H 3.140 1.389 -1.908
H 4.494 1.554 -0.883

[8]
This record from the OMol25 dataset describes C6H15OP in the gas phase. The level of theory is ωB97M-V with the def2-TZVPD basis set.

- Spin multiplicity: 1
- ΔE to the lowest compared entry with this formula, charge and spin: 0.0 kcal per mole
- Total energy: -654.19095 Eh
- SMILES: CCOPCC(C)C
- Total charge: 0

Element x y z (Å)
C 3.882 0.779 -0.681
C 3.135 0.401 0.581
O 1.743 0.711 0.466
P 0.725 -0.565 0.189
C -0.746 0.450 -0.229
C -2.057 -0.342 -0.470
C -3.250 0.514 -0.056
C -2.119 -1.706 0.216
H 3.373 0.346 -1.543
H 3.924 1.859 -0.811
H 4.899 0.386 -0.659
H 3.277 -0.662 0.800
H 3.497 0.964 1.443
H 0.337 -0.838 1.534
H -0.901 1.194 0.553
H -0.477 1.004 -1.130
H -2.136 -0.521 -1.546
H -3.214 0.712 1.018
H -4.194 0.010 -0.273
H -3.249 1.475 -0.572
H -3.095 -2.160 0.043
H -1.989 -1.618 1.297
H -1.367 -2.394 -0.170